Here is C3H4FI in the gas phase in a non-equilibrium geometry from the Open Molecules 2025 dataset. Energies are from ωB97M-V/def2-TZVPD.

XYZ file:
```
9
Properties=species:S:1:pos:R:3:mulliken_charge:R:1
I -3.2141 0.3408 -0.0934 0.13
F -2.1142 -2.7861 -0.1602 -0.21
C -1.2770 -0.2214 0.0281 0.03
C -0.1120 0.6325 -0.0939 -0.87
C -1.0752 -1.9283 -0.4157 -0.26
H 0.7758 -0.0265 -0.2757 0.27
H -0.1242 1.3256 0.8565 0.26
H -0.1694 -2.4331 -0.4814 0.34
H -0.1756 1.4081 -0.8386 0.31
```

## Properties
* SMILES: C/C(I)=C/F
* HOMO-LUMO gap (alpha / beta): 8.5 / 8.3 eV
* charge: 0
* max |F|: 8.240 eV/A

=====

Here is 6 unconnected molecules or ions with the total composition C22H36N4O6 in a non-equilibrium geometry from the Open Molecules 2025 dataset. Energies are from ωB97M-V/def2-TZVPD.

XYZ file:
```
68
Properties=species:S:1:pos:R:3:mulliken_charge:R:1
O -7.0695 6.6040 -7.1976 -0.59
O -5.2916 5.3472 -6.2155 -0.32
O 5.9296 2.5283 -2.5004 -0.56
O 7.7752 1.4886 -1.5834 -0.32
O -6.9523 4.3793 -7.2513 -0.28
O 5.8828 0.3910 -1.5522 -0.33
N 6.8605 3.0469 6.1443 -0.41
N 0.4910 -0.0901 1.5997 -0.44
N -7.5406 -0.7396 -1.2006 -0.37
N 3.1088 -5.6085 -0.8016 -0.40
C -6.4981 5.5069 -6.8835 0.69
C 6.5220 1.5202 -2.0275 0.67
C 4.3458 4.3203 8.8570 -1.17
C 3.9697 -8.0192 -0.4468 -0.45
C -0.5752 0.0701 -1.8382 -0.41
C 5.3711 -8.1161 0.2370 -0.48
C -1.2725 0.3046 -0.3934 -0.54
C 6.3276 -6.9171 -0.1687 -1.12
C -8.8038 -0.5006 1.1316 -0.45
C -4.7221 4.1240 -6.7391 -0.21
C -8.0648 -0.6757 -0.2122 0.17
C -11.4807 -0.8465 0.4623 -1.01
C 4.4938 4.1995 6.2309 -0.35
C 4.1429 4.9543 7.4879 -0.36
C 3.5269 -6.6602 -0.6458 0.22
C -10.3356 0.1176 1.0238 -0.48
C -0.2892 0.1547 0.7117 0.29
C 8.0959 0.2666 -0.9605 -0.32
C -0.8460 -1.3460 -2.3992 -1.17
C 6.6714 -0.2923 -0.5530 -0.22
C -6.0479 3.3403 -6.9693 -0.35
C 5.8702 3.5805 6.2036 0.17
H 8.5851 0.7402 -0.1093 0.27
H 0.4871 0.2958 -1.7450 0.35
H -10.4751 0.5663 2.0074 0.34
H -0.8097 0.7827 -2.6289 0.31
H 6.4204 0.0214 0.4603 0.23
H 8.6620 -0.4440 -1.5626 0.28
H -6.0936 2.5891 -7.7578 0.28
H 5.0841 -8.0097 1.2832 0.25
H -0.9220 -2.0848 -1.6014 0.32
H 4.5699 5.9565 7.5262 0.28
H -4.2395 4.4441 -7.6626 0.26
H -0.1654 -1.6893 -3.1783 0.35
H 3.0845 5.2143 7.4767 0.29
H -1.7655 -1.4436 -2.9763 0.33
H 5.4066 4.0831 8.9384 0.32
H 4.0990 4.8133 9.7972 0.36
H 5.8539 -9.0914 0.1750 0.38
H 3.0826 -8.4217 0.0423 0.30
H 7.1784 -7.1356 0.4767 0.36
H -8.2151 0.2334 1.6818 0.28
H 3.9933 -8.5222 -1.4135 0.26
H -1.6755 1.3171 -0.4159 0.29
H 6.7729 -7.0482 -1.1549 0.30
H -11.3904 -1.0472 -0.6053 0.31
H 4.2319 4.6700 5.2832 0.36
H -12.4608 -0.4297 0.6941 0.32
H -10.3323 0.8800 0.2448 0.27
H -6.4003 2.7676 -6.1114 0.27
H 3.9197 3.2816 6.1047 0.23
H 6.5797 -1.3706 -0.4228 0.29
H 6.0442 -5.9196 0.1670 0.38
H -2.1951 -0.2703 -0.3132 0.33
H -8.7716 -1.4299 1.7005 0.32
H -4.1073 3.6772 -5.9578 0.26
H 3.8226 3.3729 8.9863 0.30
H -11.4542 -1.7819 1.0212 0.29
```

## Properties
* SMILES: O=C1OCCO1.O=C1OCCO1.CCCC#N.CCCC#N.CCCC#N.CCCC#N
* HOMO-LUMO gap: 11.0 eV
* charge: 0
* max |F|: 6.890 eV/A

=====

Here is C4H8O2 in the gas phase from the Open Molecules 2025 dataset. Energies are from ωB97M-V/def2-TZVPD.

XYZ file:
```
14
Properties=species:S:1:pos:R:3:mulliken_charge:R:1
O 0.1298 -0.0042 -1.1094 -0.41
O -1.0222 2.1020 0.3214 -0.23
C 1.4820 -0.3954 -0.9942 -0.67
C -0.6458 -0.0117 1.2094 -0.28
C -1.4600 1.2723 1.2357 -0.38
C -0.7570 -0.6258 -0.1900 -0.41
H 0.4019 0.2173 1.4514 0.23
H -0.2818 1.7360 -0.2151 0.36
H 1.5979 -1.4846 -1.0886 0.31
H -1.7629 -0.4209 -0.5795 0.30
H -1.0007 -0.6929 1.9870 0.32
H 2.0058 0.0961 -1.8172 0.23
H 1.9307 -0.0745 -0.0419 0.29
H -0.6176 -1.7136 -0.1691 0.34
```

## Properties
* HOMO-LUMO gap: 9.0 eV
* charge: 0
* max |F|: 0.272 eV/A

=====

Here is a molecular structure, C7H16N6O15Pb in a non-equilibrium geometry from the Open Molecules 2025 dataset. Energies are from ωB97M-V/def2-TZVPD.

XYZ file:
```
45
Properties=species:S:1:pos:R:3:mulliken_charge:R:1
Pb 0.3753 -0.6585 0.5772 2.52
O -1.5307 0.8076 -0.1367 -0.57
O -0.3842 0.0292 5.3454 -0.52
O 1.7525 -4.7074 -0.1568 -0.44
O 1.1389 0.5867 -1.6131 -0.47
O 1.3841 -2.5384 -0.7491 -0.65
O 0.9518 1.7552 1.3915 -0.48
O 2.0617 3.3851 2.2430 -0.76
O -1.7566 -2.0754 0.0428 -0.58
O -0.0717 -0.6651 3.1777 -0.76
O 1.3008 0.6428 4.2174 -0.68
O 4.8302 -0.8106 2.2396 -0.80
O 2.9809 -0.6874 1.4043 -0.61
O 0.1377 3.8982 1.2975 -0.58
O 1.8329 -4.0243 -2.2194 -0.88
O 4.2332 -2.5950 1.1615 -0.41
N -3.0114 -3.3246 -1.1458 -0.44
N 0.4121 2.4647 -2.2136 -0.24
N -2.0680 2.9328 -0.3493 -0.30
N -2.9211 1.4995 -1.7226 -0.44
N -3.9094 -1.4272 -0.2610 -0.41
N 1.6656 1.3051 -3.6511 -0.44
C 1.6571 -3.6935 -0.9903 0.61
C 3.9700 -1.3451 1.5791 0.53
C 0.3127 -0.0694 4.2145 0.58
C 1.0911 2.9773 1.5892 0.53
C 1.1018 1.4448 -2.4580 0.43
C -2.1447 1.7017 -0.6971 0.36
C -2.8194 -2.2453 -0.4361 0.54
H -3.7324 -0.5798 0.2593 0.25
H 2.2276 -5.2860 -0.7577 0.28
H -3.8855 -3.5236 -1.6111 0.13
H 2.1994 0.5463 -4.0505 0.27
H -2.4106 -4.1018 -0.9114 0.27
H -3.5090 2.1992 -2.1526 0.13
H 0.1109 2.5864 -1.2573 0.17
H 0.2182 0.5682 5.8633 0.29
H 1.4569 2.0193 -4.3340 0.10
H -1.5481 3.2724 0.4473 0.30
H 0.8143 4.3918 1.7667 0.26
H 0.3794 3.2333 -2.8681 0.13
H -2.5953 0.6775 -2.2106 0.26
H -4.6779 -1.5839 -0.8973 0.16
H 4.9343 -2.6900 1.8103 0.22
H -2.5553 3.7071 -0.7771 0.13
```

## Properties
* HOMO-LUMO gap: 4.3 eV
* charge: -2
* max |F|: 7.244 eV/A

=====

- Which of these has the lowest max |F|?
  C4H8O2

=====

- max |F| of number 4 (C7H16N6O15Pb)?
  7.244 eV/A

=====

- The lowest max |F| belongs to which entry?
  C4H8O2

=====

- Which value of max |F| does entry 1 give?
  8.240 eV/A